The following is a quantum chemistry calculation of a single C17H17NO3 molecule, from the OMol25 dataset.

Structure (ORCA input):
```
! wB97M-V def2-TZVPD RIJCOSX def2/J DEFGRID3
* xyz 0 1
C 4.900 2.820 0.529
C 5.860 2.265 -0.186
C 5.840 0.870 -0.737
N 4.578 0.196 -0.561
C 4.426 -0.870 0.238
O 5.332 -1.447 0.799
C 2.979 -1.358 0.366
O 2.089 -0.408 -0.176
C 0.746 -0.673 -0.141
C 0.173 -1.827 0.377
C -1.202 -1.980 0.365
C -2.022 -0.993 -0.165
C -1.447 0.156 -0.701
C -0.078 0.313 -0.683
H 0.377 1.201 -1.094
H -2.073 0.920 -1.137
O -3.369 -1.244 -0.207
C -4.268 -0.223 -0.038
C -4.024 0.881 0.771
C -5.007 1.839 0.938
C -6.234 1.705 0.311
C -6.481 0.596 -0.481
C -5.506 -0.366 -0.659
H -5.682 -1.237 -1.271
H -7.439 0.480 -0.967
H -6.996 2.458 0.445
H -4.811 2.694 1.568
H -3.073 0.980 1.274
H -1.654 -2.875 0.764
H 0.780 -2.613 0.796
H 2.903 -2.319 -0.162
H 2.779 -1.533 1.431
H 3.749 0.628 -0.940
H 6.594 0.262 -0.225
H 6.095 0.898 -1.805
H 6.762 2.815 -0.420
H 4.983 3.827 0.899
H 3.998 2.292 0.787
*
```

Calculated values
- Energy above the lowest of the compared OMol25 structures with the same formula, charge and spin: 50.6 kcal per mole
- Largest force on an atom: 0.57 eV Å⁻¹
- SMILES: C=CCNC(=O)COc1ccc(Oc2ccccc2)cc1


The following is a quantum chemistry calculation of a molecular structure, C3H8N2O2, from the OMol25 dataset.

Structure (ORCA input):
```
! wB97M-V def2-TZVPD RIJCOSX def2/J DEFGRID3
* xyz 0 1
C 1.745 -0.069 0.526
C 0.561 -0.128 -0.453
C -0.530 0.697 -0.145
H 2.546 -0.702 0.304
H 1.334 -0.409 1.552
H 2.180 0.969 0.520
H 1.150 -0.042 -1.455
H -0.369 -1.697 -1.344
H 0.007 2.440 -0.821
H -2.081 0.921 1.120
H -1.976 -1.871 0.238
N -0.798 1.994 -0.297
N -1.561 0.120 0.597
O 0.159 -1.401 -0.281
O -2.368 -0.823 -0.060
*
```

Calculated values
- Energy above the lowest of the compared OMol25 structures with the same formula, charge and spin: 143.3 kcal per mole
- Largest force on an atom: 8.55 eV Å⁻¹


The following is a quantum chemistry calculation of a molecular structure, C19H18Cl39N2S3, from the OMol25 dataset.

Structure (ORCA input):
```
! wB97M-V def2-TZVPD RIJCOSX def2/J DEFGRID3
* xyz 1 1
S -5.834 -0.624 4.554
C -4.389 0.278 4.230
N -3.110 0.685 3.895
C -2.516 -0.342 2.910
C -3.245 -0.348 1.407
C -2.734 -1.436 0.276
S -3.575 -1.475 -1.397
C -1.506 -2.451 0.757
C -0.860 -2.331 2.288
S 0.527 -3.466 2.871
N -1.385 -1.305 3.282
H -4.133 0.402 1.149
H -4.966 -1.522 -1.211
H -1.138 -3.241 -0.027
H 0.037 -4.417 3.812
H -1.000 -1.230 4.250
C -0.151 -3.756 -3.209
Cl -0.259 -2.220 -2.333
Cl -1.390 -4.887 -2.638
Cl -0.309 -3.489 -4.954
H 0.831 -4.195 -3.016
C 2.344 0.549 2.280
Cl 3.957 0.138 2.888
Cl 1.699 -0.770 1.288
Cl 1.246 0.911 3.623
H 2.428 1.441 1.654
C 0.607 1.667 -2.667
Cl 1.932 2.744 -2.194
Cl -0.256 1.077 -1.237
Cl -0.507 2.497 -3.768
H 1.033 0.807 -3.192
C -2.767 -6.669 -5.540
Cl -3.299 -7.560 -4.104
Cl -2.365 -7.789 -6.853
Cl -4.014 -5.523 -6.059
H -1.867 -6.105 -5.281
C -6.298 3.299 0.607
Cl -5.500 4.861 0.852
Cl -6.465 2.950 -1.122
Cl -5.399 2.006 1.420
H -7.298 3.351 1.046
C 1.245 6.992 -2.325
Cl 2.857 6.581 -1.717
Cl 0.599 5.673 -3.317
Cl 0.147 7.354 -0.982
H 1.329 7.884 -2.951
C -3.145 -0.620 7.819
Cl -3.105 0.024 6.169
Cl -3.424 -2.369 7.798
Cl -1.638 -0.241 8.672
H -3.972 -0.145 8.354
C -7.230 4.444 4.241
Cl -5.975 3.366 4.876
Cl -8.156 3.636 2.965
Cl -8.304 4.982 5.544
H -6.744 5.323 3.810
C 4.057 4.513 -5.088
Cl 4.097 5.157 -6.738
Cl 3.778 2.763 -5.110
Cl 5.564 4.892 -4.236
H 3.230 4.987 -4.554
C 1.809 -5.928 -0.327
Cl 1.956 -6.828 -1.846
Cl 3.372 -5.233 0.137
Cl 0.582 -4.658 -0.472
H 1.495 -6.622 0.456
C 7.300 2.970 -1.052
Cl 7.446 2.070 -2.571
Cl 8.862 3.666 -0.588
Cl 6.072 4.240 -1.197
H 6.986 2.276 -0.269
C 6.915 8.201 -0.206
Cl 8.018 7.080 0.610
Cl 5.528 7.329 -0.882
Cl 6.371 9.463 0.912
H 7.455 8.678 -1.028
C 3.407 -10.929 -1.068
Cl 3.300 -9.393 -0.192
Cl 2.169 -12.059 -0.497
Cl 3.249 -10.662 -2.813
H 4.390 -11.368 -0.875
*
```

Calculated values
- Largest force on an atom: 6.31 eV Å⁻¹
- Calculated total energy: -543836.6020 eV


The following is a quantum chemistry calculation of a molecular structure, C3H6N2O, from the OMol25 dataset.

Structure (ORCA input):
```
! wB97M-V def2-TZVPD RIJCOSX def2/J DEFGRID3
* xyz 0 1
C -0.421 0.438 0.593
C -1.363 1.599 -1.161
C 1.230 -1.615 0.118
N -0.277 0.847 1.842
N 0.194 -0.773 0.769
O 0.475 -0.373 1.991
H -0.815 2.518 -1.047
H -0.970 0.963 -1.881
H -2.470 1.877 -1.206
H 2.211 -1.326 0.465
H 1.048 -2.585 0.527
H 1.161 -1.569 -1.010
*
```

Calculated values
- Energy above the lowest of the compared OMol25 structures with the same formula, charge and spin: 199.2 kcal per mole
- Largest force on an atom: 5.20 eV Å⁻¹


The following is a quantum chemistry calculation of a molecular structure, C29H25BrCoFN2O2Se, from the OMol25 dataset.

Structure (ORCA input):
```
! wB97M-V def2-TZVPD RIJCOSX def2/J DEFGRID3
* xyz 0 1
Co -0.211 -0.564 0.458
O -4.197 -0.992 0.594
C -4.493 -0.049 -0.320
C -5.685 -0.188 -1.034
C -6.051 0.741 -1.987
C -5.237 1.838 -2.238
C -4.065 1.989 -1.519
C -3.667 1.057 -0.565
C -2.403 1.294 0.270
O -1.979 0.210 0.973
N -1.317 1.819 -0.609
N -0.118 1.265 -0.556
C 0.903 1.900 -1.014
C 2.231 1.350 -1.086
Br 2.359 -0.537 -0.802
C 3.363 2.001 -1.387
C 3.491 3.449 -1.575
C 2.837 4.374 -0.756
C 2.964 5.735 -0.986
C 3.743 6.196 -2.037
C 4.428 5.288 -2.833
C 4.318 3.929 -2.594
H -3.314 -0.746 0.963
H -6.315 -1.040 -0.811
H -6.980 0.619 -2.531
H -5.514 2.573 -2.983
H -3.449 2.862 -1.705
H -2.634 2.130 0.964
H -1.367 2.784 -0.903
H 0.776 2.905 -1.413
H 4.258 1.410 -1.542
H 2.264 4.018 0.090
H 2.464 6.437 -0.331
H 3.824 7.257 -2.230
H 5.052 5.643 -3.644
H 4.866 3.223 -3.207
Se -1.188 -2.196 -0.888
C -0.623 -3.905 -0.258
C 0.697 -4.151 0.113
C 1.076 -5.426 0.501
C 0.146 -6.456 0.527
C -1.174 -6.207 0.173
C -1.560 -4.937 -0.220
H 1.423 -3.349 0.095
H 2.104 -5.618 0.783
H 0.449 -7.453 0.820
H -1.904 -7.006 0.201
H -2.586 -4.727 -0.495
F 2.018 4.560 2.843
C 1.696 3.255 2.746
C 0.375 2.876 2.910
C 0.047 1.540 2.805
C 1.024 0.562 2.516
C 0.647 -0.826 2.343
C 2.355 0.999 2.371
C 2.694 2.334 2.486
H -0.376 3.627 3.116
H -0.981 1.221 2.922
H -0.227 -1.144 2.905
H 1.459 -1.548 2.354
H 3.131 0.271 2.170
H 3.718 2.667 2.378
*
```

Calculated values
- Largest force on an atom: 2.02 eV Å⁻¹
- Calculated total energy: -213283.6259 eV


The following is a quantum chemistry calculation of a single C2F3N molecule, from the OMol25 dataset.

Structure (ORCA input):
```
! wB97M-V def2-TZVPD RIJCOSX def2/J DEFGRID3
* xyz 0 1
C -0.455 -0.002 0.000
C 1.020 0.000 -0.001
N 2.185 0.004 0.003
F -0.917 -0.623 1.087
F -0.911 -0.635 -1.082
F -0.922 1.255 -0.007
*
```

Calculated values
- Energy above the lowest of the compared OMol25 structures with the same formula, charge and spin: 0.0 kcal per mole
- Largest force on an atom: 2.77 eV Å⁻¹
- SMILES: N#CC(F)(F)F


The following is a quantum chemistry calculation of a molecular structure, C39H57As3Ge2N4OsS, from the OMol25 dataset.

Structure (ORCA input):
```
! wB97M-V def2-TZVPD RIJCOSX def2/J DEFGRID3
* xyz 3 6
Os 0.197 0.285 0.453
N 2.551 0.363 4.138
C 2.026 0.406 2.913
S 0.318 -0.069 2.737
N 2.740 0.793 1.902
N 2.117 0.806 0.711
C 2.760 1.263 -0.358
C 4.168 1.704 -0.293
C 5.146 0.718 -0.161
C 6.483 1.068 -0.090
C 6.848 2.407 -0.132
C 5.878 3.389 -0.265
C 4.538 3.042 -0.351
C 2.013 1.206 -1.585
C 2.516 1.686 -2.797
C 1.745 1.600 -3.936
C 0.471 1.029 -3.857
C 0.021 0.583 -2.639
N 0.756 0.662 -1.512
H 1.999 0.094 4.932
H 3.501 0.668 4.283
H 4.846 -0.324 -0.134
H 7.236 0.296 -0.005
H 7.892 2.680 -0.054
H 6.161 4.433 -0.298
H 3.783 3.815 -0.444
H 3.503 2.126 -2.812
H 2.122 1.969 -4.881
H -0.158 0.943 -4.731
H -0.963 0.149 -2.529
C -3.044 -1.100 1.422
As -1.544 -1.517 0.254
C -2.494 -1.860 -1.417
C -1.272 -3.308 1.070
C -0.393 -4.465 0.548
C -0.833 -5.703 1.355
C 1.103 -4.248 0.825
As 1.934 -2.489 0.440
C 3.636 -2.896 1.323
C 2.489 -2.751 -1.430
C -0.646 -4.721 -0.947
As -0.197 -6.563 -1.580
C 1.567 -6.574 -2.410
C -1.417 -6.883 -3.054
H -3.935 -1.645 1.113
H -3.252 -0.036 1.389
H -2.781 -1.379 2.442
H -3.265 -2.609 -1.243
H -1.821 -2.203 -2.203
H -2.977 -0.934 -1.735
H -2.300 -3.671 1.153
H -0.941 -3.058 2.082
H -0.861 -5.494 2.424
H -0.121 -6.522 1.202
H -1.826 -6.043 1.048
H 1.686 -5.008 0.293
H 1.283 -4.399 1.892
H 4.168 -3.675 0.775
H 3.443 -3.243 2.337
H 4.265 -2.010 1.383
H 2.799 -3.784 -1.595
H 3.336 -2.100 -1.647
H 1.680 -2.493 -2.115
H -0.078 -4.028 -1.574
H -1.710 -4.624 -1.176
H 2.363 -6.565 -1.669
H 1.648 -5.709 -3.070
H 1.650 -7.490 -2.995
H -2.447 -6.918 -2.705
H -1.173 -7.836 -3.522
H -1.294 -6.078 -3.781
C -2.954 1.296 4.093
Ge -2.464 2.961 3.161
C -4.005 4.171 2.984
C -0.790 3.724 3.866
Ge -1.445 2.269 0.608
C -0.819 4.058 0.022
C -1.348 5.233 0.548
C -1.048 6.457 -0.031
C -0.214 6.516 -1.140
C 0.322 5.350 -1.666
C 0.033 4.126 -1.078
C -3.156 2.111 -0.403
C -4.406 1.910 0.177
C -5.547 1.825 -0.609
C -5.442 1.922 -1.989
C -4.203 2.135 -2.577
C -3.065 2.241 -1.789
H -3.065 1.582 5.143
H -2.176 0.540 4.021
H -3.902 0.891 3.746
H -3.958 4.840 3.847
H -4.929 3.598 3.027
H -4.002 4.772 2.078
H -0.957 3.887 4.934
H -0.541 4.674 3.397
H 0.038 3.028 3.743
H -2.001 5.202 1.411
H -1.474 7.363 0.380
H 0.025 7.472 -1.585
H 0.965 5.387 -2.536
H 0.472 3.224 -1.491
H -4.501 1.831 1.256
H -6.516 1.695 -0.144
H -6.329 1.847 -2.604
H -4.127 2.247 -3.651
H -2.109 2.456 -2.254
*
```

Calculated values
- Expectation value of S²: 8.789
- Largest force on an atom: 1.51 eV Å⁻¹
- Calculated total energy: -356152.1227 eV


The following is a quantum chemistry calculation of 7 unconnected molecules or ions with the total composition C52H67N7O2P, from the OMol25 dataset.

Structure (ORCA input):
```
! wB97M-V def2-TZVPD RIJCOSX def2/J DEFGRID3
* xyz 1 1
C 6.092 0.675 1.345
C 5.276 1.989 1.126
N 4.045 2.077 1.958
C 3.032 1.173 1.405
C 1.748 1.102 2.323
N 0.511 1.045 1.507
C 0.367 -0.241 0.775
C 0.382 -0.114 -0.786
C 0.920 -1.488 -1.344
C 1.137 -1.363 -2.917
N 2.242 -0.379 -3.112
C -0.626 1.374 2.258
N -1.094 0.464 3.195
N -1.273 2.545 2.173
C -1.079 3.173 0.835
C -0.668 4.514 0.853
C -0.502 5.215 -0.385
C -0.754 4.384 -1.520
C -1.125 3.035 -1.329
N -1.333 2.346 -0.191
P -3.030 2.433 2.633
N -3.813 1.472 1.428
O -3.573 4.002 2.425
C 3.609 3.473 1.857
C 3.176 4.065 0.478
O 3.608 4.198 2.804
H 7.175 0.811 1.159
H 5.698 -0.083 0.626
H 5.922 0.296 2.374
H 5.082 2.144 0.037
H 5.918 2.850 1.438
H 2.696 1.437 0.371
H 3.441 0.141 1.362
H 1.718 2.018 2.955
H 1.778 0.196 2.983
H 1.252 -0.864 1.055
H -0.527 -0.840 1.054
H 0.978 0.734 -1.172
H -0.677 -0.066 -1.132
H 0.193 -2.315 -1.154
H 1.878 -1.788 -0.858
H 1.479 -2.319 -3.398
H 0.211 -1.043 -3.440
H 2.674 -0.159 -2.217
H 1.883 0.489 -3.506
H -0.945 0.673 4.176
H -1.604 -0.344 2.865
H -0.477 5.026 1.811
H -0.213 6.273 -0.453
H -0.658 4.793 -2.538
H -1.272 2.437 -2.254
H -4.737 1.853 1.217
H -3.872 0.515 1.768
H -3.904 4.081 1.506
H 3.382 3.379 -0.376
H 3.639 5.057 0.297
H 2.071 4.186 0.516
C -1.563 -5.165 -5.122
C -1.559 -4.063 -4.279
C -1.591 -4.240 -2.905
C -1.618 -5.522 -2.370
C -1.619 -6.625 -3.212
C -1.595 -6.447 -4.589
H -1.540 -5.026 -6.196
H -1.530 -3.063 -4.696
H -1.592 -3.376 -2.250
H -1.637 -5.660 -1.295
H -1.639 -7.625 -2.795
H -1.600 -7.307 -5.247
C 5.401 -3.198 5.999
C 5.339 -4.250 5.094
C 4.916 -4.024 3.790
C 4.562 -2.741 3.388
C 4.628 -1.688 4.292
C 5.043 -1.917 5.598
H 5.729 -3.376 7.016
H 5.621 -5.249 5.405
H 4.862 -4.846 3.087
H 4.236 -2.564 2.369
H 4.353 -0.686 3.978
H 5.088 -1.096 6.304
C 4.287 -4.244 -6.365
C 4.354 -5.539 -5.867
C 3.248 -6.102 -5.242
C 2.072 -5.372 -5.123
C 2.004 -4.077 -5.623
C 3.113 -3.512 -6.241
H 5.150 -3.805 -6.850
H 5.269 -6.111 -5.966
H 3.302 -7.109 -4.848
H 1.208 -5.813 -4.639
H 1.086 -3.509 -5.532
H 3.061 -2.501 -6.628
C -8.036 2.900 -0.092
C -6.939 3.730 0.102
C -6.473 4.525 -0.939
C -7.112 4.496 -2.172
C -8.211 3.669 -2.365
C -8.670 2.868 -1.327
H -8.397 2.279 0.719
H -6.445 3.758 1.069
H -5.613 5.168 -0.789
H -6.753 5.119 -2.982
H -8.709 3.648 -3.326
H -9.524 2.219 -1.480
C 5.871 2.882 8.305
C 5.814 1.821 7.410
C 5.386 2.036 6.106
C 5.025 3.311 5.693
C 5.084 4.373 6.586
C 5.504 4.158 7.893
H 6.201 2.715 9.323
H 6.102 0.826 7.730
H 5.333 1.209 5.406
H 4.696 3.472 4.675
H 4.803 5.369 6.263
H 5.546 4.985 8.592
C -10.096 -0.768 -4.292
C -10.080 -2.118 -3.966
C -9.214 -2.587 -2.987
C -8.370 -1.703 -2.326
C -8.389 -0.352 -2.648
C -9.248 0.115 -3.634
H -10.769 -0.403 -5.058
H -10.743 -2.805 -4.477
H -9.197 -3.641 -2.738
H -7.698 -2.069 -1.559
H -7.731 0.337 -2.131
H -9.259 1.168 -3.890
*
```

Calculated values
- Largest force on an atom: 3.90 eV Å⁻¹
- Calculated total energy: -78817.3222 eV


The following is a quantum chemistry calculation of a molecular structure, C2H3O2Pb, from the OMol25 dataset.

Structure (ORCA input):
```
! wB97M-V def2-TZVPD RIJCOSX def2/J DEFGRID3
* xyz 0 2
C -1.409 -0.005 0.060
C -0.771 -1.209 0.181
O 0.555 -1.284 0.209
O -0.534 1.054 -0.155
H -2.098 -0.410 -0.802
H -0.968 1.854 -0.462
Pb 1.566 0.465 0.232
H -1.350 -2.023 0.641
*
```

Calculated values
- Expectation value of S²: 0.753
- Energy above the lowest of the compared OMol25 structures with the same formula, charge and spin: 0.0 kcal per mole
- Largest force on an atom: 4.07 eV Å⁻¹